Below is a structure of composition C42H64BrN7ORuSi, with properties calculated with ωB97M-V/def2-TZVPD.

Properties
HOMO energy (alpha / beta), eV: -8.59 / -9.47
E_tot, hartree: -5055.525271
2S+1: 6
Expectation value of S²: 8.78
Charge: +1
Energy relative to the best compared isomer or geometry (same formula, charge and spin), kcal per mole: 16.38

CARTESIAN COORDINATES (ANGSTROEM)
1 Ru -0.49 0.55 0.11
2 C -0.86 -4.65 -1.78
3 C -0.04 -4.06 -0.62
4 C 1.23 -4.89 -0.43
5 C -0.85 -4.02 0.67
6 C -1.51 -5.18 1.06
7 C -2.30 -5.22 2.20
8 C -2.41 -4.08 2.97
9 C -1.75 -2.90 2.63
10 C -1.78 -1.74 3.59
11 C -3.19 -1.43 4.11
12 C -0.83 -2.01 4.77
13 C -0.97 -2.86 1.46
14 N -0.24 -1.70 1.09
15 C 1.08 -1.83 1.18
16 C 2.01 -1.07 0.48
17 N 1.71 -0.13 -0.42
18 C 2.73 0.20 -1.33
19 C 3.04 1.55 -1.65
20 C 4.21 1.83 -2.34
21 C 5.05 0.83 -2.79
22 C 4.66 -0.49 -2.62
23 C 3.52 -0.83 -1.92
24 C 3.09 -2.29 -1.95
25 C 2.72 -2.68 -3.39
26 C 4.18 -3.23 -1.40
27 C 2.13 2.71 -1.33
28 C 2.84 3.81 -0.53
29 C 1.57 3.30 -2.62
30 H -0.37 -4.43 -2.73
31 H -1.87 -4.23 -1.80
32 H -0.95 -5.73 -1.69
33 H 0.24 -3.04 -0.88
34 H 0.98 -5.91 -0.11
35 H 1.90 -4.45 0.31
36 H 1.77 -4.97 -1.38
37 H -1.40 -6.07 0.47
38 H -2.80 -6.13 2.49
39 H -3.01 -4.11 3.88
40 H -1.41 -0.88 3.04
41 H -3.20 -0.49 4.66
42 H -3.53 -2.21 4.80
43 H -3.90 -1.36 3.29
44 H -1.08 -2.95 5.26
45 H -0.89 -1.21 5.51
46 H 0.20 -2.09 4.41
47 H 1.48 -2.65 1.78
48 H 3.06 -1.29 0.65
49 H 4.48 2.86 -2.53
50 H 5.97 1.07 -3.31
51 H 5.25 -1.28 -3.07
52 H 2.20 -2.42 -1.35
53 H 3.57 -2.60 -4.06
54 H 1.92 -2.05 -3.77
55 H 2.37 -3.72 -3.41
56 H 5.05 -3.24 -2.05
57 H 3.80 -4.25 -1.33
58 H 4.50 -2.91 -0.41
59 H 1.29 2.35 -0.74
60 H 3.49 3.39 0.24
61 H 2.11 4.48 -0.07
62 H 3.47 4.41 -1.19
63 H 0.93 4.16 -2.41
64 H 0.97 2.56 -3.15
65 H 2.38 3.62 -3.28
66 C -1.10 4.64 1.30
67 C -1.48 4.20 -0.09
68 C -1.95 5.12 -1.01
69 C -2.29 4.68 -2.28
70 C -2.15 3.35 -2.61
71 C -1.67 2.46 -1.63
72 N -1.34 2.90 -0.39
73 N -1.47 1.14 -1.79
74 Si -1.88 0.05 -3.07
75 C -0.64 0.06 -4.49
76 C -1.81 -1.65 -2.24
77 C -3.64 0.36 -3.70
78 H -0.37 5.45 1.25
79 H -0.68 3.80 1.85
80 H -1.97 5.02 1.83
81 H -2.04 6.16 -0.73
82 H -2.65 5.39 -3.03
83 H -2.35 2.98 -3.60
84 H 0.38 -0.03 -4.11
85 H -0.69 0.98 -5.09
86 H -0.82 -0.78 -5.16
87 H -1.09 -2.29 -2.75
88 H -2.77 -2.16 -2.25
89 H -1.48 -1.57 -1.19
90 H -3.76 1.36 -4.13
91 H -4.37 0.25 -2.89
92 H -3.90 -0.36 -4.48
93 O -5.91 2.99 1.73
94 C -4.79 2.27 1.64
95 C -4.58 1.30 0.66
96 C -3.38 0.62 0.65
97 N -2.39 0.84 1.53
98 C -2.66 1.71 2.49
99 Br -1.41 1.85 3.92
100 C -3.81 2.46 2.60
101 H -6.54 2.75 1.04
102 H -5.34 1.07 -0.07
103 H -3.19 -0.15 -0.09
104 H -3.96 3.16 3.41
105 N 2.77 1.61 4.46
106 C 3.10 2.59 3.37
107 C 1.83 2.88 2.57
108 N 1.31 1.74 1.86
109 H 3.57 1.42 5.07
110 H 2.47 0.73 4.04
111 H 2.00 1.96 5.03
112 H 3.87 2.15 2.74
113 H 3.49 3.50 3.82
114 H 2.05 3.67 1.86
115 H 1.06 3.26 3.25
116 H 1.03 0.96 2.45
117 H 1.93 1.41 1.12